Computed, not measured: an isolated molecule of C5H6N2 at a distorted geometry, with ωB97M-V with the def2-TZVPD basis set.

Structure (XYZ):
```
13
Properties=species:S:1:pos:R:3:forces:R:3:lowdin_charge:R:1
C -1.168725 -0.136727 0.156666 -0.0806 -0.0626 0.1274 -0.17
C -1.500178 1.257644 -0.177293 -0.3040 0.7588 -0.6477 -0.02
C -0.091528 0.823270 -0.161838 -0.6922 0.0009 0.7834 -0.39
N 1.087151 0.983157 0.570140 0.6601 -0.4273 0.1125 0.14
C 1.704181 -0.136006 0.446768 0.0385 0.9912 0.2123 -0.13
C 0.951338 -1.137007 -0.362850 -0.7514 -1.4010 0.7462 -0.16
N -0.209300 -0.437972 -0.911744 0.0708 0.3500 -1.0216 0.03
H -1.462401 -0.772265 0.960596 0.2982 -0.1402 0.4960 0.13
H 0.541729 -1.890854 0.354084 0.6537 -0.0127 -0.3461 0.13
H -1.978507 1.456645 -1.133138 0.0153 0.2154 -0.0733 0.10
H -1.804696 1.901291 0.644340 -0.0151 -0.1634 -0.0491 0.11
H 2.617821 -0.344721 0.999640 -0.1270 0.0524 -0.1022 0.11
H 1.505340 -1.641878 -1.135322 0.2336 -0.1615 -0.2379 0.11
```
Positions in Å, forces in eV/Å.

As for the energy relative to the best compared isomer or geometry (same formula, charge and spin): 3.8415 eV. Its LUMO energy is 1.039 eV. The HOMO energy is -7.833 eV. The total charge is 0.



Computed, not measured: an isolated molecule of C2H2O2 at a distorted geometry, with ωB97M-V with the def2-TZVPD basis set.

Structure (XYZ):
```
6
Properties=species:S:1:pos:R:3:forces:R:3:lowdin_charge:R:1
C 0.469652 0.759798 -0.375229 2.1318 -2.6273 3.4208 -0.14
C -1.164384 -1.139640 0.386787 -0.1853 -0.4631 0.2469 0.05
O 1.308071 0.495213 0.461977 -1.5047 1.6513 -2.5413 0.08
O -0.758766 -0.121612 -0.276406 -0.7473 3.0029 -2.7509 -0.16
H 0.513780 1.582206 -1.186541 -0.7322 -1.5649 1.1918 0.17
H -0.368354 -1.575966 0.989411 1.0378 0.0011 0.4327 0.00
```
Positions in Å, forces in eV/Å.

As for the energy relative to the best compared isomer or geometry (same formula, charge and spin): 3.2097 eV. Its LUMO energy is -0.436 eV. The HOMO energy is -8.456 eV. The total charge is 0.



Computed, not measured: a structure of composition C2H8HoNO6P2Se3Te at a distorted geometry, with ωB97M-V with the def2-TZVPD basis set.

Structure (XYZ):
```
24
Properties=species:S:1:pos:R:3:forces:R:3:lowdin_charge:R:1
Ho -11.058510 -4.425667 -3.577719 -0.1899 0.3536 -1.5593 0.84
Se -10.940316 -4.021464 -6.616756 0.6106 0.2716 0.8484 -0.13
Se -12.900258 -4.969314 -5.934999 -0.4555 -0.5820 0.7012 -0.22
Te -12.117785 -7.137594 -4.678152 -0.1851 0.1140 -0.3735 0.33
Se -12.655387 -6.386800 -2.340516 0.3707 0.2189 0.0612 -0.19
N -6.830770 -3.922978 -0.653968 0.4141 0.2052 -0.9884 0.14
C -8.309247 -4.158188 -0.927126 0.4640 -0.4779 -0.1133 -0.49
C -8.960587 -4.522563 0.365007 2.7436 0.5369 1.6703 -0.08
P -8.232766 -5.593846 -2.154145 -0.5147 0.7318 0.5931 0.41
O -9.065412 -6.758250 -1.500339 -0.5462 -0.6927 -0.0489 -0.13
O -6.782382 -5.970058 -2.072053 -0.4279 0.3597 -0.8327 -0.25
O -9.010917 -5.044584 -3.351261 0.7066 -1.0143 0.0887 -0.47
P -9.021771 -2.651535 -1.654969 -0.9276 0.3676 -0.3522 0.31
O -9.046184 -1.682149 -0.387971 -3.0795 -1.5437 0.2546 -0.09
O -8.057215 -2.156468 -2.625840 0.9298 0.3581 -0.9883 -0.26
O -10.492801 -2.924117 -2.097429 1.3824 -0.0030 0.8840 -0.44
H -6.651155 -3.999796 0.340322 0.2535 0.0911 0.0012 0.14
H -6.406692 -3.069336 -1.073281 -0.7577 -0.4539 0.3098 0.16
H -6.438552 -4.787014 -1.247794 0.1799 0.2136 0.6314 0.09
H -8.423256 -5.291203 0.938436 0.2662 0.0914 -0.2864 0.11
H -9.852554 -4.947786 0.222176 -3.6815 -1.4786 -0.7702 0.04
H -9.101809 -3.678396 1.026262 0.0604 0.3750 0.0448 0.09
H -9.926422 -7.020241 -1.892741 0.2923 0.4001 0.2043 0.02
H -8.326837 -1.144370 -0.202024 2.0915 1.5577 0.0200 0.05
```
Positions in Å, forces in eV/Å.

Its LUMO energy (alpha / beta) is -0.737 / -0.726 eV. The spin multiplicity is 5. Its expectation value of S² is 6.0047. The HOMO energy (alpha / beta) is -7.594 / -7.609 eV. The total charge is 0.